The following is a quantum chemistry calculation of one molecule with the formula C4H7NO2 at a distorted geometry, from OMol25.

```
14
Properties=species:S:1:pos:R:3:forces:R:3:nbo_charge:R:1
C 2.23788 -0.53203 0.17879 1.7 -2.8 2.1 -0.262
C -0.04082 -0.07973 -0.11591 0.4 -0.7 -0.2 0.546
C -1.28463 -0.57884 -0.08708 -2.1 -0.5 -0.2 -0.494
C -2.64289 -0.00239 -0.10879 0.6 2.5 0.9 0.419
H 2.72872 0.15539 -0.41222 0.4 2.1 -1.4 0.169
H 2.88431 -1.42437 0.02709 -0.3 0.4 0.4 0.198
H 2.28778 -0.27087 1.25887 -0.2 0.1 -0.7 0.188
H -0.55718 1.82008 0.29445 1.7 -0.9 -0.6 0.404
H 0.88492 1.67827 -0.68392 -0.6 -0.5 0.8 0.396
H -1.48723 -1.61136 -0.06004 0.9 -1.5 0.1 0.235
H -2.62113 1.15747 -0.26181 -0.5 -1.3 -0.1 0.061
N 0.30161 1.24099 0.05454 -1.2 1.6 -0.1 -0.838
O 1.00198 -0.98329 -0.23484 -2.3 1.3 -0.4 -0.478
O -3.69333 -0.56932 0.15086 1.4 0.3 -0.7 -0.544
```
Forces are in eV/Å.

The energy relative to the best compared isomer or geometry (same formula, charge and spin) is 56.6 kcal per mole. The energy is -361.79058 Eh. The SMILES is CO/C(N)=C/C=O. The HOMO energy comes out at -9.0 eV. As for the lowest unoccupied orbital energy: 0.0198 Eh.

=====

The following is a quantum chemistry calculation of one molecule with the formula C4H7NO2, from OMol25.

```
14
Properties=species:S:1:pos:R:3:forces:R:3:nbo_charge:R:1
O 2.16088 -1.19273 0.51048 0.0 -0.2 0.2 -0.755
C 0.77253 -0.94265 0.63246 0.1 0.2 -0.2 -0.168
C 0.45318 0.54200 0.82419 -0.1 0.2 0.2 -0.252
N -0.77020 0.26799 -0.01773 -0.1 0.0 0.0 -0.468
C 0.06871 -0.79274 -0.72448 -0.1 -0.2 -0.3 -0.232
C -1.44759 1.31429 -0.76094 -0.4 -0.1 -0.4 0.548
O -2.17540 1.06680 -1.67657 0.4 0.1 0.5 -0.471
H 2.33664 -1.96139 1.06080 0.1 0.1 -0.1 0.479
H -1.39232 -0.29310 0.58267 0.0 0.1 0.0 0.443
H 0.22608 0.98743 1.80034 0.1 -0.1 -0.2 0.197
H 1.06283 1.24511 0.21568 0.0 -0.2 0.1 0.162
H -0.54622 -1.57469 -1.18107 0.1 0.1 0.1 0.205
H 0.64136 -0.25043 -1.50444 0.0 -0.1 0.1 0.169
H -1.23111 2.32122 -0.37030 0.0 -0.1 -0.1 0.144
```
Forces are in eV/Å.

The energy relative to the best compared isomer or geometry (same formula, charge and spin) is 123.5 kcal per mole. The energy is -361.68397 Eh. The HOMO energy (spin up / spin down) comes out at -6.7 / -6.7 eV. As for the lowest unoccupied orbital energy (spin up / spin down): -0.0011 / -0.0011 Eh.

=====

The following is a quantum chemistry calculation of one molecule with the formula C4H7NO2, from OMol25.

```
14
Properties=species:S:1:pos:R:3:forces:R:3:nbo_charge:R:1
O -1.45949 -0.34681 0.79445 -0.4 0.2 0.4 -0.717
C -0.06477 -0.16038 0.94182 0.8 0.0 0.1 0.045
C 0.63251 -1.21833 0.06685 -0.1 0.0 0.2 -0.099
O -0.01293 -1.13696 -1.20188 0.2 0.2 -0.3 -0.484
C -0.29940 0.12730 -1.57888 -0.2 0.2 -0.2 0.398
N -0.07794 1.23448 -0.99821 -0.1 -0.1 -0.2 -0.519
C 0.37321 1.19845 0.39563 -0.3 -0.1 0.1 -0.277
H -1.85201 0.35978 0.25743 0.3 -0.2 0.2 0.481
H 0.16434 -0.30393 1.99792 0.2 0.1 0.0 0.189
H 1.71091 -1.04981 -0.08826 -0.3 0.1 0.3 0.184
H 0.49704 -2.23027 0.45663 -0.2 0.1 -0.2 0.204
H -0.90440 0.10613 -2.48128 0.4 0.0 -0.3 0.177
H 1.44801 1.43185 0.49404 -0.4 -0.4 0.0 0.212
H -0.15507 1.98849 0.94373 0.0 0.0 -0.2 0.206
```
Forces are in eV/Å.

The energy relative to the best compared isomer or geometry (same formula, charge and spin) is 40.8 kcal per mole. The energy is -361.81579 Eh. The SMILES is O[C@@H]1CN=COC1. The HOMO energy comes out at -9.7 eV. As for the lowest unoccupied orbital energy: 0.0322 Eh.

=====

The following is a quantum chemistry calculation of C4H7NO2 as an isolated structure, from OMol25.

```
14
Properties=species:S:1:pos:R:3:forces:R:3:nbo_charge:R:1
C 0.68215 1.04765 1.42811 0.0 0.0 0.0 -0.625
C 0.05712 0.23025 0.32842 0.1 0.0 0.2 0.115
C -1.37467 0.29017 -0.00878 -0.3 -0.1 0.1 -0.074
O -0.39838 0.90877 -0.82700 0.1 0.1 -0.1 -0.449
C 0.74237 -1.04461 0.03356 0.0 -0.2 -0.3 0.465
O 1.44616 -1.84569 0.78646 0.0 0.0 0.1 -0.415
N 0.96626 -1.89207 -0.86541 -0.1 0.3 0.3 -0.110
H 0.06473 1.92635 1.63011 0.1 -0.1 0.0 0.230
H 0.77369 0.45374 2.34229 0.0 0.1 -0.1 0.235
H 1.68044 1.38237 1.13048 -0.1 -0.1 0.0 0.233
H -1.86482 -0.58050 -0.44305 0.1 0.1 0.1 0.202
H -2.00749 0.96634 0.56518 0.1 -0.1 -0.1 0.194
H -0.11329 -0.87952 -2.79878 -0.1 0.0 -0.1 -0.003
H -0.65427 -0.96325 -3.30158 0.0 0.0 0.0 0.002
```
Forces are in eV/Å.

The energy relative to the best compared isomer or geometry (same formula, charge and spin) is 142.6 kcal per mole. The energy is -361.65361 Eh. The HOMO energy comes out at -10.0 eV. As for the lowest unoccupied orbital energy: 0.0042 Eh.

=====

The following is a quantum chemistry calculation of a 3-piece molecular cluster, C4H7NO2 overall at a distorted geometry, from OMol25.

```
14
Properties=species:S:1:pos:R:3:forces:R:3:nbo_charge:R:1
C 0.01370 1.80497 -1.57356 0.0 0.1 -0.1 -0.725
C -0.14828 0.36130 -1.58949 -0.1 -0.9 -0.6 0.343
N -0.25446 -0.77305 -1.77973 0.0 1.2 -0.1 -0.399
O 0.67712 0.76691 0.96529 -0.1 -0.1 0.6 -0.567
C 0.34368 0.16383 1.95720 0.2 0.2 0.0 0.298
C -0.27548 -2.14253 0.48384 -0.1 -0.3 0.3 0.290
O -0.35108 -2.32638 1.67645 0.0 -0.1 -0.5 -0.544
H 0.67286 2.11709 -0.76527 -0.1 -0.1 -0.2 0.281
H 0.44552 2.04843 -2.54451 0.0 0.3 0.1 0.250
H -0.95777 2.29123 -1.46177 0.1 0.0 0.0 0.252
H 0.61326 -1.72489 -0.02662 0.0 -0.4 0.4 0.136
H 1.01901 -0.53809 2.46590 0.0 0.2 0.1 0.137
H -0.67026 0.26771 2.38473 0.1 0.0 0.0 0.120
H -1.12783 -2.31653 -0.19248 0.0 -0.2 0.1 0.129
```
Forces are in eV/Å.

The energy relative to the best compared isomer or geometry (same formula, charge and spin) is 69.3 kcal per mole. The energy is -361.77037 Eh. The SMILES is CC#N.C=O.C=O. The HOMO energy comes out at -9.9 eV. As for the lowest unoccupied orbital energy: 0.0284 Eh.

=====

The following is a quantum chemistry calculation of one molecule with the formula C4H7NO2 at a distorted geometry, from OMol25.

```
14
Properties=species:S:1:pos:R:3:forces:R:3:nbo_charge:R:1
C 1.21662 -1.54567 -0.13450 -0.1 -0.3 0.2 -0.624
C 0.81582 0.94504 0.38393 -0.2 1.3 -0.8 0.628
C 0.39512 -0.29710 -0.14303 -0.4 0.1 0.5 -0.340
N -0.46784 1.65572 0.62610 0.2 0.2 0.2 -0.850
C -1.00015 -0.25656 -0.30244 0.3 -0.9 -1.0 0.375
O -1.60288 0.35380 -1.34876 -0.2 0.0 0.4 -0.641
O 1.89874 1.46276 0.58352 -0.4 -0.4 0.2 -0.605
H -2.55911 0.18582 -1.33188 0.3 0.1 0.1 0.481
H -0.48810 2.63227 0.34044 0.2 -0.1 0.4 0.386
H -0.87568 1.50953 1.54373 0.3 0.2 -0.1 0.382
H -1.64878 -1.01373 0.15551 0.0 -0.2 -0.2 0.147
H 2.24343 -1.32039 0.16142 -0.1 0.1 0.0 0.242
H 0.81901 -2.27758 0.57977 0.1 -0.1 0.0 0.207
H 1.25380 -2.03392 -1.11381 0.0 0.1 0.1 0.211
```
Forces are in eV/Å.

The energy relative to the best compared isomer or geometry (same formula, charge and spin) is 73.9 kcal per mole. The energy is -361.76316 Eh. The SMILES is C/C(=C/O)C(N)=O. The HOMO energy comes out at -8.0 eV. As for the lowest unoccupied orbital energy: 0.0099 Eh.